# 1
Density functional theory data (ωB97M-V with the def2-TZVPD basis set) for a 12-piece molecular cluster, C4H31O13 overall at a distorted geometry.

Structure (XYZ):
```
48
C4H31O13, DFT ωB97M-V with the def2-TZVPD basis set
C 1.0111 0.3946 -3.0060
O 0.3746 -0.8816 -2.8308
C 1.0615 1.3801 -1.8191
C 1.0205 0.8561 -0.3969
C -0.2482 0.2510 0.1796
O -0.1171 -0.7244 1.0961
H 0.4181 0.8838 -3.8565
H 2.0073 0.0150 -3.2421
H 0.5336 2.3001 -1.9280
H 2.2211 1.8083 -1.9748
H 1.4885 1.5050 0.3646
H 1.6771 -0.0231 -0.2485
H -0.8806 1.0943 0.5260
H -0.9292 -0.1669 -0.6653
H -2.1434 -0.8553 1.2100
H 1.5845 3.1807 1.5190
H 2.5136 1.9443 1.9155
O 2.3603 2.9556 2.1121
H 2.2337 0.1371 3.1141
H 1.0965 -0.7853 2.6102
O 1.8919 -0.7946 3.1018
H -3.1681 2.3187 0.1836
H -1.2809 -2.9442 0.2343
O -2.1294 -3.3345 0.4149
H -1.6255 3.6428 1.9230
H -0.9938 3.4023 0.5992
O -1.4031 4.1228 1.1496
H -2.1081 -3.7719 1.1482
H -3.5124 -1.3376 0.2948
O -3.1739 -0.6202 0.9548
H 3.4587 -0.4471 -1.6067
H 3.6226 -1.8040 -1.4010
O 3.8045 -1.1014 -2.1113
H 2.4031 -2.1031 1.2939
H 0.9960 -1.5331 0.7073
O 1.8896 -2.1223 0.5427
H 1.4896 -3.4804 -0.2210
H 1.2520 -3.4422 -1.6897
O 1.3232 -4.1486 -1.0267
H -2.6157 0.6691 -1.9056
H -2.7318 -0.7889 -1.3903
O -2.7330 -0.2062 -2.1098
H -0.6139 -0.8451 -2.5271
H -2.5145 0.9166 0.2209
O -2.3275 1.9046 -0.0599
H -2.9181 0.8533 2.5791
H -1.3713 0.7559 2.8389
O -2.1938 0.9703 3.1829
```

Summary:
HOMO-LUMO gap	8.4	eV
energy relative to the best compared isomer or geometry (same formula, charge and spin)	3.387	eV
charge	-1
E_HOMO	-5.85	eV

=====

# 2
Density functional theory data (ωB97M-V with the def2-TZVPD basis set) for C26H25BiF4N4O6S2 as an isolated structure.

Structure (XYZ):
```
68
C26H25BiF4N4O6S2, DFT ωB97M-V with the def2-TZVPD basis set
Bi -0.1818 -0.0910 0.0987
C 2.5036 3.0622 -0.6405
C 2.6274 1.9386 -1.6599
N 2.5670 0.5819 -1.1046
C 2.7136 -0.3768 -2.1923
C 2.5157 -1.8334 -1.8008
C 3.4644 0.3374 0.0239
C 2.7298 -0.2829 1.2186
N 1.6748 0.5737 1.7219
C 1.8654 1.3439 2.7815
C 0.7447 1.9927 3.3865
F -0.4700 1.7843 2.8467
C 0.8349 2.7938 4.4921
F -0.2988 3.3332 4.9930
C 2.0406 3.0647 5.1291
C 3.1490 2.4795 4.5537
F 4.3733 2.7242 5.0890
C 3.0861 1.6680 3.4428
F 4.2774 1.2259 2.9435
H 2.1974 3.9731 -1.1562
H 3.4405 3.2643 -0.1165
H 1.7394 2.8305 0.0991
H 3.5639 2.0668 -2.2382
H 1.8041 2.0230 -2.3697
H 3.7129 -0.2629 -2.6588
H 1.9751 -0.1128 -2.9531
H 3.2418 -2.1594 -1.0534
H 2.6391 -2.4618 -2.6851
H 1.5125 -2.0126 -1.4154
H 3.8953 1.2802 0.3568
H 4.3099 -0.3043 -0.2704
H 3.4648 -0.5762 1.9735
H 2.2587 -1.2197 0.8900
H 2.1058 3.7037 5.9951
O -0.2779 -3.1894 -3.8874
C -1.4951 -2.8050 -4.3093
C -1.8755 -3.1107 -5.6180
C -3.1156 -2.7226 -6.0917
C -3.9955 -2.0211 -5.2733
C -3.6203 -1.7244 -3.9728
C -2.3856 -2.1184 -3.4672
C -1.9872 -1.7908 -2.0645
O -0.7603 -1.9851 -1.7286
N -2.9300 -1.3036 -1.2964
N -2.4384 -0.9809 -0.0401
C -3.2824 -1.0044 0.9171
C -2.9572 -0.8116 2.3223
C -3.9978 -0.5675 3.2227
C -3.7838 -0.4890 4.5840
C -2.4857 -0.6896 5.0657
C -1.4443 -0.9534 4.2056
C -1.6350 -1.0055 2.8046
O -0.6316 -1.2593 2.0172
H -0.2262 -2.8359 -2.9444
H -1.1717 -3.6452 -6.2442
H -3.3951 -2.9599 -7.1127
H -4.9562 -1.6950 -5.6518
H -4.2665 -1.1589 -3.3146
H -4.3176 -1.2358 0.6580
H -4.9988 -0.4336 2.8234
H -4.6016 -0.2797 5.2618
H -2.2919 -0.6281 6.1314
H -0.4327 -1.0912 4.5686
O -2.6686 2.0196 -2.4700
S -1.2871 2.0381 -2.0536
O -0.6062 0.7217 -2.2326
O -0.4955 3.1340 -2.5786
S -1.2638 2.2304 0.0488
```

Summary:
HOMO-LUMO gap	6.9	eV
energy relative to the best compared isomer or geometry (same formula, charge and spin)	0.000	eV
charge	-2
E_HOMO	-2.18	eV

=====

# 3
Density functional theory data (ωB97M-V with the def2-TZVPD basis set) for a single C2H3ClF2N2 molecule at a distorted geometry.

Structure (XYZ):
```
10
C2H3ClF2N2, DFT ωB97M-V with the def2-TZVPD basis set
N -0.5041 -1.1494 2.6061
N -0.0326 -0.6175 1.4931
C -0.8018 -0.4383 0.5239
C -0.2316 0.2683 -0.6872
F -0.7142 1.5198 -0.7893
F -0.6540 -0.3690 -1.7974
Cl 1.5047 0.3553 -0.6546
H 0.0694 -1.1828 3.4286
H -1.5159 -1.1481 2.7458
H -1.8611 -0.6779 0.5188
```

Summary:
HOMO-LUMO gap	10.4	eV
energy relative to the best compared isomer or geometry (same formula, charge and spin)	1.113	eV
charge	0
E_HOMO	-9.57	eV

=====

# 4
Density functional theory data (ωB97M-V with the def2-TZVPD basis set) for C33H39BCuN3O4 as an isolated structure at a distorted geometry.

Structure (XYZ):
```
81
C33H39BCuN3O4, DFT ωB97M-V with the def2-TZVPD basis set
Cu -0.6171 0.1248 -1.7579
O 0.2043 3.3772 -4.1429
C -0.0988 2.3034 -3.5876
O -0.9382 2.1032 -2.6752
C 0.6268 1.0404 -4.0820
C 1.5826 1.0920 -5.0814
C 2.1502 -0.0938 -5.5240
C 1.7127 -1.2870 -4.9726
C 0.7448 -1.2705 -3.9761
N 0.2407 -0.1145 -3.5208
C 0.1859 -2.6106 -3.4231
O 0.6998 -3.6332 -3.9298
O -0.7262 -2.5170 -2.5833
H 1.8563 2.0553 -5.4897
H 2.9040 -0.0888 -6.3042
H 2.0855 -2.2471 -5.3007
C -2.8354 3.0844 1.1296
C -1.4818 2.9346 1.8308
C -1.4369 3.7373 3.1340
C -0.3520 3.3354 0.8961
C -0.3422 4.6289 0.3991
C 0.5781 5.0072 -0.5617
C 1.5194 4.0946 -0.9859
C 1.6016 2.8054 -0.4577
C 2.8102 2.0061 -0.9548
C 4.0956 2.7430 -0.5377
C 2.9577 0.5461 -0.5292
C 0.6255 2.4087 0.4695
N 0.5261 1.0773 0.9444
B -0.2040 -0.0124 0.2728
N -0.2977 -0.9844 1.3828
C 0.3211 -0.4764 2.5291
C 0.7832 0.7606 2.2740
C -0.8781 -2.2691 1.3912
C -2.2421 -2.4311 1.0686
C -2.8051 -3.6991 1.1152
C -2.0685 -4.8084 1.4888
C -0.7299 -4.6497 1.7944
C -0.1175 -3.4031 1.7370
C 1.3792 -3.3341 1.9960
C 2.1446 -4.2170 1.0047
C 1.7125 -3.7273 3.4393
C -3.1338 -1.2590 0.7071
C -4.2878 -1.1259 1.7081
C -3.6420 -1.3976 -0.7295
H -3.6385 2.6836 1.7552
H -2.8193 2.5335 0.1876
H -3.0579 4.1322 0.9121
H -1.3729 1.8846 2.0860
H -1.5705 4.8052 2.9430
H -0.4740 3.6021 3.6314
H -2.2244 3.4104 3.8193
H -1.0933 5.3402 0.7277
H 0.5448 5.9991 -0.9966
H 2.2014 4.3788 -1.7777
H 2.7535 2.0242 -2.0484
H 4.1995 2.7236 0.5509
H 4.0974 3.7850 -0.8575
H 4.9673 2.2512 -0.9782
H 3.0277 0.4550 0.5567
H 3.8754 0.1422 -0.9686
H 2.1170 -0.0515 -0.8773
H 0.3322 -1.0067 3.4684
H 1.2881 1.4412 2.9444
H -3.8501 -3.8221 0.8534
H -2.5281 -5.7895 1.5272
H -0.1411 -5.5219 2.0572
H 1.7117 -2.3115 1.8325
H 1.8971 -5.2726 1.1375
H 3.2223 -4.0982 1.1465
H 1.8933 -3.9328 -0.0177
H 1.4025 -4.7554 3.6404
H 1.1958 -3.0802 4.1506
H 2.7876 -3.6504 3.6241
H -2.5324 -0.3539 0.7470
H -4.9575 -1.9887 1.6581
H -4.8730 -0.2274 1.4957
H -3.9048 -1.0523 2.7293
H -4.3301 -2.2436 -0.8240
H -2.7962 -1.5548 -1.4031
H -4.1637 -0.4876 -1.0382
```

Summary:
HOMO-LUMO gap	5.4	eV
charge	-2
E_HOMO	-0.92	eV

=====

# 5
Density functional theory data (ωB97M-V with the def2-TZVPD basis set) for C28H36N7OTc as an isolated structure at a distorted geometry.

Structure (XYZ):
```
73
C28H36N7OTc, DFT ωB97M-V with the def2-TZVPD basis set
Tc -0.1516 -0.8626 -0.0656
C 0.6512 -3.8081 -1.7268
C 0.8624 -2.4544 -2.4140
C 2.2624 -1.9063 -2.2764
C 3.1452 -2.0354 -3.3228
C 4.4625 -1.5832 -3.2053
C 4.8942 -0.9773 -2.0348
C 4.0555 -0.8410 -0.9397
C 4.5521 -0.0688 0.2560
C 5.7277 -0.7528 0.9718
C 2.7325 -1.3577 -1.0509
N 1.8618 -1.3629 0.0309
C 2.3030 -1.6801 1.2468
C 1.3684 -1.6075 2.2702
C 1.3622 -1.9185 3.6590
C 0.0840 -1.6777 4.1074
C -0.6686 -1.2331 2.9977
N 0.0946 -1.1777 1.8942
H -0.3292 -4.2165 -1.9716
H 0.7481 -3.7519 -0.6389
H 1.3995 -4.5143 -2.0849
H 0.1277 -1.7074 -2.0320
H 0.6224 -2.5514 -3.4719
H 2.8228 -2.5105 -4.2409
H 5.1404 -1.6849 -4.0427
H 5.9000 -0.5816 -1.9760
H 3.7464 0.1280 0.9640
H 4.8987 0.9050 -0.0986
H 5.4865 -1.7730 1.2752
H 5.9962 -0.1811 1.8588
H 6.6062 -0.7984 0.3311
H 3.3135 -2.0356 1.4155
H 2.1969 -2.2756 4.2427
H -0.2842 -1.8109 5.1118
H -1.7079 -0.9387 2.9804
C -4.9246 2.2153 1.0948
C -3.6801 2.7042 0.3842
N -2.7808 1.5673 0.1649
C -3.1415 0.2808 0.1104
N -2.1672 -0.6467 -0.1252
C -2.6262 -2.0144 -0.3875
C -3.7383 -2.3996 0.5713
C -4.8887 -1.4413 0.3346
N -4.4187 -0.0521 0.2700
C -5.4502 0.9930 0.3617
H -5.6878 2.9904 1.1021
H -4.6972 1.9605 2.1319
H -3.1508 3.4583 0.9654
H -3.9383 3.1587 -0.5747
H -1.8148 1.7772 0.0007
H -1.7660 -2.7057 -0.2566
H -2.9694 -2.1074 -1.4223
H -3.3825 -2.3102 1.6006
H -4.0579 -3.4273 0.4109
H -5.6077 -1.5123 1.1499
H -5.4156 -1.6866 -0.5907
H -6.3069 0.5731 0.8840
H -5.7801 1.2617 -0.6455
N 0.7198 6.2221 -0.9754
C -0.0369 5.3333 -0.3303
O -1.0973 5.5304 0.2256
C 0.3971 3.8789 -0.3051
C 0.5961 3.2495 0.9235
C 0.6067 1.8750 0.9852
N 0.3946 1.1110 -0.1053
C 0.3184 1.7145 -1.3089
C 0.3290 3.0848 -1.4498
H 0.4254 7.1889 -0.9878
H 1.6127 5.9938 -1.3771
H 0.6963 3.8266 1.8330
H 0.7256 1.3625 1.9298
H 0.1946 1.0734 -2.1774
H 0.2259 3.5227 -2.4341
```

Summary:
HOMO-LUMO gap (alpha / beta)	7.6 / 5.4	eV
energy relative to the best compared isomer or geometry (same formula, charge and spin)	0.119	eV
2S+1	4
charge	+3
E_HOMO (alpha / beta)	-17.16 / -17.20	eV

=====

# 6
Density functional theory data (ωB97M-V with the def2-TZVPD basis set) for a 4-piece molecular cluster, C26H53BF5N4O10S2 overall at a distorted geometry.

Structure (XYZ):
```
101
C26H53BF5N4O10S2, DFT ωB97M-V with the def2-TZVPD basis set
C 3.6788 0.6974 3.8619
C 2.8409 -0.2540 2.9798
C 3.5016 -0.5390 1.6195
O 2.8495 -0.1823 0.4202
C 1.5747 0.1636 0.0778
C 0.3971 -0.7786 0.5029
C 0.3818 -1.9515 1.4891
C 1.4938 -3.0178 1.4762
C -0.0672 -1.6086 2.9439
C 1.7843 0.2227 -1.5086
S 2.8381 -1.0448 -2.2838
O 2.8340 -0.8812 -3.7182
O 4.1883 -0.9564 -1.8286
C 2.2823 -2.8173 -2.0476
F 3.2620 -3.4317 -1.3710
F 1.0932 -2.9751 -1.4480
C 2.1856 -3.5733 -3.4226
F 3.3619 -3.6844 -4.0260
F 1.7828 -4.8263 -3.0814
F 1.2345 -3.0698 -4.2162
N 0.5316 0.4883 -2.3054
S 1.1473 1.6093 -3.6959
N 0.1402 -0.7275 -2.8857
C -1.0432 -1.1951 -3.1377
C -1.8810 -0.7223 -4.2892
C -1.6206 -2.3369 -2.3777
C -0.4830 1.2955 -1.5473
C -1.5748 1.9830 -2.3432
C -2.9609 1.3797 -2.0816
O -3.4929 2.0814 -0.9539
C -4.7002 1.5395 -0.5535
C -4.7835 0.5718 0.5883
O -5.7018 1.8776 -1.1372
C 0.1608 2.1735 -0.4441
B 0.4629 3.6875 -0.9372
N -0.4661 4.7621 -0.6432
O 1.6503 3.9307 -1.6215
N 1.2048 1.5592 0.3751
C 2.1518 2.3871 1.0409
C 1.5449 3.2016 2.1847
C 0.6623 2.4031 3.1165
O 0.2100 3.4606 2.1016
H 4.4097 1.2560 3.2839
H 4.1386 0.1867 4.7004
H 3.0197 1.4466 4.2920
H 1.9345 0.3033 2.7639
H 2.6357 -1.1570 3.5348
H 4.4597 -0.0277 1.6417
H 3.7998 -1.5852 1.6052
H -0.4054 -0.1222 0.8372
H -0.0027 -1.1544 -0.4360
H -0.4804 -2.5376 1.1697
H 2.0478 -3.0724 2.4077
H 1.1107 -4.0166 1.2953
H 2.2157 -2.8154 0.6927
H -0.0771 -0.5378 3.1073
H 0.6731 -2.0156 3.6244
H -1.0031 -2.0932 3.1943
H 2.3853 1.1224 -1.6114
H 1.0133 0.7589 -4.7252
H -2.9205 -0.5816 -4.0110
H -1.4340 0.1900 -4.6726
H -1.7605 -1.4889 -5.0565
H -1.6493 -2.1222 -1.3123
H -1.0925 -3.2656 -2.5850
H -2.6434 -2.4941 -2.7059
H -1.0582 0.5709 -0.9760
H -1.4725 1.9192 -3.4206
H -1.7386 3.0317 -2.1148
H -2.9115 0.3172 -1.8278
H -3.5880 1.5418 -2.9555
H -4.1277 0.8225 1.4172
H -5.8075 0.5994 0.9353
H -4.5705 -0.4487 0.2778
H -0.7042 2.3336 0.2051
H -1.1205 4.9592 -1.3863
H -0.0053 5.6089 -0.3395
H 2.1699 4.5723 -1.1257
H 2.7501 3.0912 0.4494
H 2.9270 1.8824 1.6104
H 2.1804 3.9359 2.6550
H 0.0483 1.6410 2.6659
H 0.2908 2.9266 3.9821
C -6.0805 -1.0276 -2.7659
O -4.9871 -1.5056 -3.5620
H -6.1873 0.0397 -2.9310
H -7.0034 -1.5343 -3.0506
H -5.8804 -1.2071 -1.7066
H -4.9134 -2.4504 -3.4053
C -2.2840 -5.5740 0.7798
O -2.6899 -4.3958 1.4769
H -1.7247 -5.2649 -0.1005
H -1.6418 -6.1945 1.4084
H -3.1525 -6.1558 0.4637
H -3.1815 -4.6748 2.2531
C 3.4501 4.3116 6.2098
O 3.4203 3.8261 4.8648
H 2.5469 3.9685 6.7066
H 4.3201 3.9208 6.7410
H 3.4737 5.4029 6.2263
H 4.2217 4.1323 4.4328
```

Summary:
HOMO-LUMO gap	7.3	eV
charge	+1
E_HOMO	-11.16	eV

=====

# 7
Density functional theory data (ωB97M-V with the def2-TZVPD basis set) for a 2-piece molecular cluster, C5H4BrO2S overall at a distorted geometry.

Structure (XYZ):
```
13
C5H4BrO2S, DFT ωB97M-V with the def2-TZVPD basis set
C 1.4991 -1.0147 0.0310
C 1.2507 -1.0185 -1.3186
C -1.8044 1.8709 0.3014
C 0.4668 -0.1553 0.7410
C -0.7290 -0.0139 -0.1375
O -2.9490 1.5910 0.4743
O -0.9665 2.7189 0.3436
S -0.1639 -0.2674 -1.8500
Br -2.1374 -1.3730 0.4001
H 2.4961 -1.2241 0.5937
H 1.8149 -1.3778 -2.2147
H 0.2008 -0.5477 1.6986
H 1.0218 0.8117 0.9371
```

Summary:
HOMO-LUMO gap	6.7	eV
energy relative to the best compared isomer or geometry (same formula, charge and spin)	1.290	eV
charge	-1
E_HOMO	-3.43	eV

=====

# 8
Density functional theory data (ωB97M-V with the def2-TZVPD basis set) for C42H48HfN4O2S2SeSiTe as an isolated structure at a distorted geometry.

Structure (XYZ):
```
102
C42H48HfN4O2S2SeSiTe, DFT ωB97M-V with the def2-TZVPD basis set
Hf 1.1383 -0.0989 0.1284
C -2.6932 -2.0870 4.5392
Si -1.5003 -0.7351 5.0265
C -2.1958 0.3305 6.4054
C 0.0550 -1.5310 5.6919
C -1.2977 0.4222 3.5399
C -1.8502 1.6940 3.5595
C -1.7499 2.5595 2.4656
C -1.0622 2.1297 1.3622
N -0.5294 0.9036 1.2894
C -0.6486 0.0526 2.3351
S 0.0984 -1.4918 2.0592
H -2.8469 -2.7963 5.3592
H -2.2768 -2.6320 3.6869
H -3.6663 -1.6835 4.2437
H -2.1816 -0.2276 7.3478
H -3.2294 0.6425 6.2216
H -1.5880 1.2305 6.5445
H -0.2308 -2.1624 6.5405
H 0.7795 -0.7938 6.0523
H 0.5391 -2.1573 4.9409
H -2.3602 2.0407 4.4530
H -2.1782 3.5534 2.4934
H -0.9235 2.7581 0.4887
C -2.8728 0.7539 -5.7785
C -1.9808 0.9102 -4.5714
C -1.2360 2.0552 -4.3433
C -0.3632 2.1909 -3.2606
C 0.2680 3.5420 -3.0662
O -0.3820 4.5346 -3.3236
C 1.6818 3.6659 -2.5951
C 2.6153 2.6608 -2.8254
C 3.9393 2.8431 -2.4563
C 4.3305 4.0290 -1.8491
C 3.3998 5.0321 -1.6048
C 2.0787 4.8525 -1.9838
C -0.2025 1.1320 -2.3603
O 0.6145 1.1921 -1.3073
C -1.0149 -0.0047 -2.5541
C -1.8876 -0.1035 -3.6212
C -0.9829 -1.0085 -1.4536
N 0.0446 -1.7618 -1.1954
C 1.0131 -2.0351 -2.2918
C 0.4031 -2.9521 -3.3721
Te -0.5334 -4.7439 -2.6148
C -2.4945 -4.2202 -3.2112
C -2.7534 -3.6402 -4.4505
C -4.0523 -3.2919 -4.8035
C -5.1051 -3.5384 -3.9314
C -4.8523 -4.1382 -2.7042
C -3.5539 -4.4734 -2.3428
C -2.1761 -1.0728 -0.5895
C -2.4505 -2.2501 0.1065
C -3.6066 -2.3526 0.8628
C -4.4724 -1.2707 0.9581
C -4.1969 -0.0880 0.2772
C -3.0661 0.0021 -0.5130
H -2.9854 1.6968 -6.3119
H -3.8650 0.4008 -5.4890
H -2.4530 0.0214 -6.4722
H -1.3267 2.9047 -5.0109
H 2.3098 1.7391 -3.3064
H 4.6575 2.0502 -2.6299
H 5.3666 4.1716 -1.5621
H 3.7087 5.9538 -1.1267
H 1.3403 5.6277 -1.8258
H -2.5232 -0.9830 -3.7030
H 1.8605 -2.5276 -1.8416
H 1.3729 -1.1204 -2.7644
H 1.1842 -3.2679 -4.0610
H -0.3652 -2.4258 -3.9400
H -1.9480 -3.4680 -5.1555
H -4.2396 -2.8365 -5.7701
H -6.1169 -3.2682 -4.2082
H -5.6682 -4.3365 -2.0174
H -3.3624 -4.9224 -1.3736
H -1.7509 -3.0731 0.0286
H -3.8309 -3.2758 1.3853
H -5.3724 -1.3501 1.5583
H -4.8693 0.7575 0.3612
H -2.8576 0.9141 -1.0604
Se 3.4279 -0.7803 -0.2780
C 5.3543 -0.9411 2.5853
N 4.2215 -0.1129 3.0045
C 3.2383 -0.8379 3.7935
C 3.9151 1.0128 2.3400
S 2.3062 1.5628 2.0667
N 4.9326 1.7818 1.9213
C 4.7446 2.7481 0.8399
C 6.2185 1.8366 2.6044
H 4.9735 -1.9401 2.3695
H 6.1221 -1.0070 3.3608
H 5.7762 -0.5623 1.6605
H 3.7379 -1.2527 4.6733
H 2.8060 -1.6499 3.2095
H 2.4417 -0.1736 4.1082
H 4.0618 2.3398 0.1006
H 5.7130 2.9192 0.3677
H 4.3458 3.6954 1.2087
H 6.1370 1.3927 3.5923
H 6.4973 2.8848 2.7163
H 7.0093 1.3304 2.0468
```

Summary:
HOMO-LUMO gap	6.3	eV
energy relative to the best compared isomer or geometry (same formula, charge and spin)	0.329	eV
charge	0
E_HOMO	-7.00	eV

=====

| no. | E (eV) |
| --- | --- |
| 1 | -31267.583 |
| 2 | -83996.153 |
| 3 | -23059.112 |
| 4 | -92835.155 |
| 5 | -44271.946 |
| 6 | -90175.357 |
| 7 | -90222.715 |
| 8 | -157888.064 |